{
  "formula": "C20H27FN4O4",
  "method": "ωB97M-V/def2-TZVPD",
  "elements": ["C", "C", "N", "C", "C", "C", "N", "C", "O", "C", "C", "C", "O", "N", "N", "C", "C", "O", "C", "C", "C", "C", "C", "C", "F", "C", "C", "O", "C", "H", "H", "H", "H", "H", "H", "H", "H", "H", "H", "H", "H", "H", "H", "H", "H", "H", "H", "H", "H", "H", "H", "H", "H", "H", "H", "H"],
  "xyz": [[0.47577, -3.12100, 1.53328], [0.87409, -2.71074, 0.12163], [0.18662, -1.49422, -0.32033], [-1.11763, -1.80655, -0.92677], [-1.98356, -0.66376, -1.44881], [-3.27287, -1.23711, -2.02766], [-2.25393, 0.33535, -0.41515], [-2.74865, 0.01407, 0.80129], [-3.24643, -1.06881, 1.08292], [-2.62829, 1.10426, 1.80569], [-2.37758, 2.45549, 1.64194], [-2.34361, 2.94335, 2.95282], [-2.13060, 4.22586, 3.31756], [-2.54592, 1.99476, 3.84728], [-2.72216, 0.86805, 3.13063], [-2.97636, -0.37558, 3.83479], [0.81857, -0.29085, -0.38927], [0.36115, 0.69822, -0.93786], [2.19364, -0.16325, 0.30810], [3.34274, -0.41395, -0.67758], [3.20454, 0.32498, -1.98306], [2.79348, -0.34557, -3.12862], [2.61483, 0.32316, -4.33176], [2.85679, 1.67951, -4.36416], [2.68780, 2.34406, -5.52743], [3.27141, 2.38162, -3.24975], [3.44332, 1.69410, -2.05975], [2.35587, 1.13598, 0.81113], [1.45700, 1.44515, 1.85934], [0.93852, -4.07062, 1.80432], [0.79183, -2.36641, 2.25560], [-0.60587, -3.23134, 1.61677], [1.94979, -2.58427, 0.05050], [0.61609, -3.50260, -0.58523], [-0.93615, -2.47630, -1.77531], [-1.69376, -2.36499, -0.18825], [-1.44533, -0.13093, -2.22725], [-3.04804, -1.91203, -2.85504], [-3.83280, -1.78110, -1.26884], [-3.89745, -0.42932, -2.40718], [-1.60932, 1.11149, -0.44263], [-2.26233, 3.00727, 0.72562], [-2.18571, 4.26628, 4.28026], [-4.00055, -0.70581, 3.67755], [-2.30652, -1.15539, 3.48153], [-2.80154, -0.17267, 4.88699], [2.26730, -0.87432, 1.14072], [4.25632, -0.11439, -0.16042], [3.42248, -1.48368, -0.87960], [2.60627, -1.41320, -3.08534], [2.29724, -0.18896, -5.22961], [3.44873, 3.44580, -3.32305], [3.74825, 2.22914, -1.17020], [1.71571, 2.43753, 2.22054], [0.41954, 1.45712, 1.51420], [1.55726, 0.72712, 2.68290]],
  "e_homo_ev": -8.77,
  "lumo_energy_ev": 0.58,
  "e_above_lowest_ev": 0.404
}



{
  "formula": "C20H27IN3O2",
  "method": "ωB97M-V/def2-TZVPD",
  "elements": ["N", "C", "C", "I", "C", "O", "C", "C", "C", "C", "N", "C", "C", "C", "C", "O", "H", "H", "H", "H", "H", "H", "H", "C", "C", "C", "N", "C", "C", "C", "C", "C", "C", "H", "H", "H", "H", "H", "H", "H", "H", "H", "H", "H", "H", "H", "H", "H", "H", "H", "H", "H", "H"],
  "xyz": [[6.29622, 0.49082, 3.30884], [4.95719, 0.97288, 2.99336], [4.25969, 0.78649, 1.78201], [5.13630, -0.24940, 0.10168], [2.76853, 1.36638, 1.65926], [2.33035, 1.90901, 0.62604], [1.89036, 1.23197, 2.99770], [0.36458, 0.84177, 2.95608], [-0.78315, 1.77904, 2.57532], [-2.20106, 1.27107, 2.60537], [-2.73389, -0.00554, 2.90035], [-1.63493, -0.84232, 3.20113], [-0.15677, -0.55972, 3.27995], [2.58916, 1.45621, 4.21665], [4.15979, 1.80664, 4.12266], [4.71682, 2.66508, 4.81960], [6.84912, 0.27486, 2.47180], [6.16812, -0.34938, 3.90185], [-0.56390, 2.85251, 2.27437], [-3.00514, 2.04928, 2.34170], [-1.93797, -1.92868, 3.42384], [0.56945, -1.38161, 3.57642], [2.11548, 1.38572, 5.24281], [-4.69862, 0.32786, -2.40656], [-3.97951, -1.02126, -2.46239], [-2.77783, -1.15273, -1.52355], [-1.43186, -0.63691, -2.06715], [-0.88322, -1.62722, -3.09751], [0.53288, -1.26825, -3.52729], [1.47823, -1.17337, -2.33985], [0.94610, -0.23714, -1.27001], [-0.47715, -0.58433, -0.86498], [-1.58379, 0.73906, -2.66536], [-4.16739, 1.11362, -2.94104], [-5.68145, 0.24303, -2.87606], [-4.84815, 0.65579, -1.37431], [-3.72247, -1.26900, -3.49535], [-4.71137, -1.77085, -2.14158], [-2.61772, -2.20754, -1.28561], [-2.96913, -0.62461, -0.58485], [-0.89928, -2.61704, -2.63359], [-1.56015, -1.62831, -3.95399], [0.90238, -2.03082, -4.21962], [0.53866, -0.32759, -4.08542], [2.46146, -0.83028, -2.67240], [1.62029, -2.17069, -1.90839], [1.01230, 0.79958, -1.61282], [1.58800, -0.29655, -0.38830], [-0.87410, 0.15672, -0.16563], [-0.50861, -1.56965, -0.39011], [-2.08763, 1.37385, -1.93641], [-2.14788, 0.65294, -3.59289], [-0.60732, 1.15864, -2.89583]],
  "charge": 1,
  "e_homo_ev": -11.45,
  "lumo_energy_ev": -3.47,
  "e_above_lowest_ev": 3.619
}



{
  "formula": "C20H27N5S",
  "method": "ωB97M-V/def2-TZVPD",
  "elements": ["C", "C", "C", "C", "N", "C", "C", "C", "C", "C", "C", "C", "N", "N", "C", "S", "C", "C", "N", "C", "C", "C", "C", "C", "N", "C", "H", "H", "H", "H", "H", "H", "H", "H", "H", "H", "H", "H", "H", "H", "H", "H", "H", "H", "H", "H", "H", "H", "H", "H", "H", "H", "H"],
  "xyz": [[3.72463, 4.65367, -0.37061], [3.70629, 3.61251, 0.74150], [3.33777, 2.22994, 0.21086], [3.32122, 1.18682, 1.33058], [3.00742, -0.12708, 0.83143], [3.86569, -0.99062, 0.16674], [5.21051, -0.83497, -0.12336], [5.84955, -1.86404, -0.79402], [5.17339, -3.02099, -1.16968], [3.83163, -3.18676, -0.88249], [3.17396, -2.16706, -0.21038], [1.82802, -1.99341, 0.25122], [0.74580, -2.74012, 0.20187], [-0.34287, -2.26849, 0.74770], [-0.34526, -1.07191, 1.32749], [-1.82566, -0.52438, 2.05200], [-2.91762, -1.95329, 1.75417], [-3.39281, -2.00691, 0.30743], [-4.03718, -0.77176, -0.08427], [-3.92306, -0.47998, -1.49932], [-4.39122, 0.94665, -1.77147], [-5.83918, 1.11561, -1.32634], [-5.95132, 0.72112, 0.14156], [-5.42111, -0.69495, 0.34120], [0.68993, -0.22505, 1.42910], [1.78898, -0.70430, 0.88281], [4.44940, 4.38377, -1.13573], [3.99164, 5.63021, 0.02562], [2.74562, 4.72867, -0.83799], [2.98435, 3.90804, 1.50536], [4.69056, 3.56840, 1.21396], [2.34905, 2.26587, -0.25118], [4.05489, 1.92751, -0.55627], [2.55151, 1.43994, 2.06360], [4.29417, 1.15125, 1.83069], [5.74930, 0.05505, 0.16281], [6.89848, -1.76499, -1.03087], [5.70923, -3.79900, -1.69195], [3.29696, -4.07937, -1.16558], [-3.74262, -1.81648, 2.45068], [-2.35838, -2.85223, 2.00486], [-4.05585, -2.88347, 0.19142], [-2.51556, -2.16675, -0.32283], [-2.87447, -0.58326, -1.79034], [-4.51909, -1.18562, -2.10932], [-3.75763, 1.63344, -1.20843], [-4.28629, 1.16908, -2.83502], [-6.16362, 2.14795, -1.46955], [-6.48515, 0.47185, -1.92916], [-5.35427, 1.40396, 0.74756], [-6.98862, 0.77454, 0.47731], [-5.47983, -0.95927, 1.39887], [-6.05130, -1.40932, -0.22423]],
  "e_homo_ev": -8.02,
  "lumo_energy_ev": 0.05,
  "e_above_lowest_ev": 0.040
}



{
  "formula": "C20H27N6OPd",
  "method": "ωB97M-V/def2-TZVPD",
  "elements": ["Pd", "C", "N", "C", "C", "C", "C", "C", "C", "C", "N", "C", "C", "C", "C", "C", "C", "N", "C", "C", "H", "H", "H", "H", "H", "H", "H", "H", "H", "H", "H", "H", "H", "H", "H", "H", "H", "H", "H", "H", "C", "N", "C", "C", "O", "N", "C", "N", "H", "H", "H", "H", "H", "H", "H"],
  "xyz": [[0.04392, -0.24410, -0.04661], [0.74248, -1.03225, 2.71726], [0.12409, 0.11824, 2.03251], [0.94745, 1.33439, 2.21038], [-1.25644, 0.37198, 2.42818], [-1.60468, 0.30893, 3.76369], [-2.90262, 0.55671, 4.17582], [-3.83497, 0.88170, 3.20723], [-3.48200, 0.95789, 1.86756], [-2.17263, 0.70110, 1.42765], [-1.69447, 0.72072, 0.12208], [-2.37825, 0.77891, -1.08896], [-3.73230, 1.08715, -1.29589], [-4.30885, 1.05375, -2.55823], [-3.56285, 0.72698, -3.67592], [-2.21727, 0.45318, -3.49626], [-1.64619, 0.48161, -2.23893], [-0.22090, 0.22190, -2.08844], [0.29925, -0.85815, -2.94548], [0.56061, 1.46415, -2.28092], [0.99989, -0.79899, 3.75252], [1.65509, -1.30284, 2.18906], [0.05104, -1.87171, 2.69891], [0.96073, 1.62650, 3.26337], [0.52780, 2.14571, 1.62176], [1.96662, 1.13474, 1.88326], [-0.85135, 0.06421, 4.50298], [-3.17148, 0.50781, 5.22119], [-4.86119, 1.08115, 3.48765], [-4.25331, 1.23054, 1.17945], [-4.36617, 1.37456, -0.48430], [-5.36105, 1.28678, -2.65805], [-4.00579, 0.70564, -4.66146], [-1.60370, 0.22175, -4.35873], [0.42473, -0.52809, -3.97894], [-0.38685, -1.70118, -2.91414], [1.26937, -1.16991, -2.56421], [0.42763, 1.83503, -3.30076], [1.61660, 1.25933, -2.11326], [0.21931, 2.22159, -1.58070], [-1.04685, -6.27660, 0.10422], [-0.63382, -4.89061, 0.00380], [0.75274, -4.45731, -0.07423], [0.57061, -2.95274, -0.17126], [1.46821, -2.09740, -0.25179], [-0.73198, -2.64527, -0.12150], [-1.40907, -3.79662, -0.00662], [-2.73534, -3.81820, 0.07472], [-0.37308, -6.89404, -0.48585], [-2.04864, -6.40348, -0.30377], [-1.03600, -6.63083, 1.13611], [1.26625, -4.87270, -0.94227], [1.32086, -4.71275, 0.82285], [-3.21023, -2.93077, 0.08662], [-3.24766, -4.65542, 0.28337]],
  "charge": 1,
  "e_homo_ev": -9.68,
  "lumo_energy_ev": -2.64,
  "e_above_lowest_ev": 0.000
}



Record-wise HOMO-LUMO gap values, in eV: 9.346; 7.976; 8.073; 7.045
Record-wise E values, in Ha: -1398.1813; -1390.3463; -1450.2832; -1309.7912